The following is a DFT calculation (ωB97M-V with the def2-TZVPD basis set) of C5H12 as an isolated structure.

ORCA input file:
```
! wB97M-V def2-TZVPD RIJCOSX def2/J DEFGRID3
* xyz 0 1
C 1.7674 0.7634 0.5755
C 0.7884 0.4198 -0.4474
C -1.9951 -0.5368 -0.6199
C -1.9892 0.5659 0.6295
C 1.6078 -1.0042 -0.1520
H 2.6946 -1.0596 -0.2072
H 1.6392 1.2076 1.6256
H 1.0347 0.8010 -1.4543
H -1.3141 -0.2008 -1.3393
H -3.0235 -0.6164 -1.0737
H -1.6476 -1.4893 -0.2167
H -1.5369 1.4819 0.2159
H -1.3976 0.3213 1.4991
H -3.0363 0.7581 0.9789
H 2.8107 0.8680 0.2260
H 1.3438 -1.7551 -1.0246
H 1.3578 -1.5647 0.8563
*
```

Results
Molar mass = 72.15 g/mol
Energy above the lowest of the compared OMol25 structures with the same formula, charge and spin = 685.3 kJ/mol
Electronic energy = -197.44814 Ha
HOMO level = -7.09 eV